Entry 1:
{
  "formula": "C4H10N2S",
  "method": "ωB97M-V/def2-TZVPD",
  "orbital_gap_ev": 8.00,
  "multiplicity": 1,
  "e_homo_ev": -7.914,
  "symbols": ["C", "C", "C", "C", "N", "N", "S", "H", "H", "H", "H", "H", "H", "H", "H", "H", "H"],
  "positions_angstrom": [[-2.67397, -1.23440, 0.27257], [1.55062, 0.02460, 0.14422], [1.82244, 0.70327, -1.18418], [1.06209, 0.72020, 1.29850], [-1.55647, -0.83292, -0.35693], [-1.20486, 0.33731, -0.63675], [1.55158, -1.60365, 0.28186], [-3.37282, -0.47219, 0.51994], [-2.86511, -2.27017, 0.26696], [1.96788, -0.10077, -1.98913], [2.77286, 1.22503, -1.17075], [1.06445, 1.34552, -1.39538], [-0.02097, 1.05052, 1.09858], [1.70329, 1.52459, 1.63207], [0.99077, 0.07279, 2.18083], [-0.83234, -1.57262, -0.70049], [-1.95945, 1.08289, -0.26192]],
  "nbo_charge": [-0.354, 0.033, -0.678, -0.730, -0.183, -0.563, -0.069, 0.186, 0.196, 0.233, 0.227, 0.241, 0.266, 0.226, 0.238, 0.424, 0.306]
}

---

Entry 2:
{
  "formula": "C4H10N2S",
  "method": "ωB97M-V/def2-TZVPD",
  "orbital_gap_ev": 8.44,
  "multiplicity": 1,
  "e_homo_ev": -7.723,
  "smiles": "CNN(C)C(C)=S",
  "symbols": ["C", "N", "N", "C", "C", "C", "S", "H", "H", "H", "H", "H", "H", "H", "H", "H", "H"],
  "positions_angstrom": [[-2.50636, -0.16551, 0.65866], [-1.67007, 0.37679, -0.42236], [-0.41210, -0.20780, -0.37990], [-0.26543, -1.65050, -0.37427], [0.66961, 0.57884, -0.14335], [0.42463, 2.03139, -0.07269], [2.11348, -0.42432, 0.27805], [-2.39435, 0.41325, 1.68657], [-2.46058, -1.26336, 0.96712], [-3.30214, 0.36990, 0.49252], [-2.06872, 0.32916, -1.24519], [0.37855, -2.04358, -1.18931], [-1.19215, -2.12001, -0.51666], [0.25486, -1.81732, 0.68954], [0.36158, 2.53571, -1.10029], [-0.22258, 2.01584, 0.75106], [1.47030, 2.42137, 0.22159]],
  "nbo_charge": [-0.453, -0.436, -0.266, -0.453, 0.241, -0.722, -0.306, 0.191, 0.209, 0.213, 0.351, 0.230, 0.195, 0.245, 0.259, 0.255, 0.248]
}

---

Entry 3:
{
  "formula": "C4H10N2S2",
  "method": "ωB97M-V/def2-TZVPD",
  "orbital_gap_ev": 8.49,
  "multiplicity": 1,
  "e_homo_ev": -8.208,
  "symbols": ["C", "C", "C", "C", "H", "H", "H", "H", "H", "H", "H", "H", "H", "H", "N", "N", "S", "S"],
  "positions_angstrom": [[-0.88634, -0.80366, -1.38210], [-0.61723, 0.08271, -0.09149], [-1.10660, 1.54841, -0.57824], [0.90992, -0.12558, 0.02060], [-0.41936, -0.33304, -2.34071], [-0.42633, -1.79456, -1.41925], [-2.00105, -0.75437, -1.77817], [-2.20083, 1.67695, -0.84711], [-0.49086, 1.98850, -1.32224], [-0.90104, 2.40433, 0.20790], [-2.17789, -1.52515, 1.10427], [0.20274, -0.34989, 1.80638], [3.01264, 0.30771, 1.87717], [2.87422, -1.14459, 1.28151], [1.18005, -0.45096, 1.22817], [2.35563, -0.55077, 1.94735], [-1.49100, -0.21933, 1.42711], [2.18332, 0.04329, -1.14117]],
  "nbo_charge": [-0.633, -0.283, -0.614, 0.163, 0.260, 0.234, 0.220, 0.234, 0.236, 0.214, 0.186, 0.348, 0.361, 0.367, -0.415, -0.633, 0.057, -0.301]
}

---

Entry 4:
{
  "formula": "C4H10N2S2",
  "method": "ωB97M-V/def2-TZVPD",
  "orbital_gap_ev": 7.98,
  "multiplicity": 1,
  "e_homo_ev": -8.068,
  "symbols": ["C", "C", "C", "C", "N", "N", "S", "S", "H", "H", "H", "H", "H", "H", "H", "H", "H", "H"],
  "positions_angstrom": [[2.53028, -0.01709, 0.01500], [-0.94664, 1.04200, 0.84268], [1.94986, -0.35769, -1.31643], [-1.90166, -0.84217, -0.26060], [-0.59132, -1.04805, 1.68795], [-1.06011, -0.23940, 0.84846], [4.03734, 0.55875, 0.23729], [-1.50505, 1.95584, -0.56393], [1.92653, -0.14167, 0.85099], [-0.68577, 1.50617, 1.74039], [0.86556, 0.03030, -1.50043], [1.82908, -1.39239, -1.55621], [2.58906, 0.13176, -2.19397], [-1.81264, -0.28595, -1.25631], [-1.64640, -1.93534, -0.39165], [-2.76658, -0.93316, 0.24495], [-0.21144, -0.69748, 2.53961], [-2.60010, 2.66557, 0.03221]],
  "nbo_charge": [-0.232, -0.280, -0.698, -0.433, -0.588, -0.023, 0.039, -0.040, 0.186, 0.204, 0.221, 0.244, 0.234, 0.245, 0.231, 0.218, 0.332, 0.139]
}

---

Entry 5:
{
  "formula": "C4H10N3",
  "method": "ωB97M-V/def2-TZVPD",
  "orbital_gap_ev": [7.54, 7.54],
  "charge": 1,
  "multiplicity": 1,
  "e_homo_ev": [-13.399, -13.400],
  "symbols": ["C", "C", "C", "C", "N", "N", "N", "H", "H", "H", "H", "H", "H", "H", "H", "H", "H"],
  "positions_angstrom": [[-1.04884, 1.16586, 0.26606], [0.01188, 0.82624, -0.79260], [-0.88357, -1.59242, -0.02241], [1.77666, -0.60355, 0.10974], [-2.11409, 0.24892, -0.06710], [-2.07088, -0.98564, -0.11714], [0.53057, -0.51536, -0.64257], [-0.79788, 0.82824, 1.18926], [-1.33299, 2.24471, 0.31293], [-0.28578, 0.75257, -1.83502], [0.89396, 1.47766, -0.89570], [-0.54069, -1.78326, 0.99353], [-0.89544, -2.41352, -0.60224], [2.35352, 0.06313, -0.47345], [1.77895, -0.15257, 1.16296], [2.05999, -1.55922, 0.20523], [-3.01378, 0.76519, -0.34225]],
  "nbo_charge": [-0.288, -0.295, -0.154, -0.415, -0.117, 0.024, -0.330, 0.232, 0.272, 0.241, 0.253, 0.276, 0.246, 0.227, 0.171, 0.216, 0.441]
}

---

Entry 6:
{
  "formula": "C4H10N3",
  "method": "ωB97M-V/def2-TZVPD",
  "orbital_gap_ev": 8.00,
  "charge": 1,
  "multiplicity": 1,
  "e_homo_ev": -13.881,
  "symbols": ["C", "C", "C", "C", "N", "N", "N", "H", "H", "H", "H", "H", "H", "H", "H", "H", "H"],
  "positions_angstrom": [[1.38988, 0.97455, 0.17930], [-0.19552, 1.05205, 0.23843], [0.50456, -1.43663, 0.83662], [-1.66025, -0.67177, -0.60989], [1.72569, -0.17196, -0.56900], [1.25745, -1.31278, -0.27525], [-0.83118, -0.19502, 0.44570], [1.80043, 1.87871, -0.26313], [1.73989, 0.86963, 1.20982], [-0.41663, 1.70274, 1.09073], [-0.54666, 1.52342, -0.68844], [0.01766, -2.39771, 0.92768], [0.82447, -0.99862, 1.77992], [-2.60484, -0.12756, -0.51033], [-1.27320, -0.49051, -1.61969], [-1.88100, -1.72836, -0.47330], [2.18179, -0.10400, -1.47867]],
  "nbo_charge": [-0.276, -0.258, -0.123, -0.447, -0.175, -0.028, -0.273, 0.266, 0.245, 0.256, 0.222, 0.250, 0.240, 0.247, 0.186, 0.231, 0.438]
}

---

Entry 7:
{
  "formula": "C4H10N3",
  "method": "ωB97M-V/def2-TZVPD",
  "orbital_gap_ev": 9.40,
  "charge": 1,
  "multiplicity": 1,
  "e_homo_ev": -14.975,
  "smiles": "[H]/N=[N+](\\NC)C(=C)C",
  "symbols": ["H", "N", "N", "N", "C", "C", "C", "C", "H", "H", "H", "H", "H", "H", "H", "H", "H"],
  "positions_angstrom": [[-1.29874, -1.49737, -0.87822], [-0.40084, -1.52432, -0.55323], [-0.09148, -0.38290, -0.02878], [-1.05823, 0.45762, 0.40722], [-2.40498, 0.08097, 0.59376], [1.23793, 0.13383, -0.02494], [1.51346, 1.20832, -0.75139], [2.13675, -0.65833, 0.84820], [-0.81995, 1.36774, 0.50207], [-2.58085, -1.06822, 0.74499], [-2.77881, 0.60200, 1.53316], [-3.14503, 0.47041, -0.25588], [0.70792, 1.73145, -1.31758], [2.52832, 1.71255, -0.82726], [3.01125, -0.05140, 1.03644], [2.39788, -1.58277, 0.47599], [1.61654, -0.76353, 1.73460]],
  "nbo_charge": [0.351, -0.267, 0.182, -0.326, -0.501, 0.110, -0.330, -0.632, 0.418, 0.257, 0.267, 0.250, 0.220, 0.268, 0.251, 0.254, 0.226]
}

---

Entry 8:
{
  "formula": "C4H10N3",
  "method": "ωB97M-V/def2-TZVPD",
  "orbital_gap_ev": 8.64,
  "charge": 1,
  "multiplicity": 1,
  "e_homo_ev": -13.492,
  "symbols": ["C", "C", "C", "C", "N", "N", "N", "H", "H", "H", "H", "H", "H", "H", "H", "H", "H"],
  "positions_angstrom": [[2.92561, 0.60211, -0.99932], [2.38942, -0.03720, -0.04956], [1.77293, -0.78265, 0.86706], [-1.12060, 0.85099, 0.50321], [-2.60371, -1.41540, -0.20957], [-0.70463, -0.27634, -0.25023], [-1.36846, -1.33730, -0.60128], [2.35578, 0.96717, -1.90468], [4.04909, 0.71965, -1.03890], [-3.30600, -1.98344, -0.66391], [1.44057, -0.44995, 1.82689], [1.56179, -1.73940, 0.53541], [-0.38520, 1.65985, 0.46134], [-2.02045, 1.09259, 0.12900], [-1.07784, 0.68458, 1.51332], [-3.12982, -0.83897, 0.47756], [0.29889, -0.26039, -0.48226]],
  "nbo_charge": [-0.477, 0.071, -0.524, -0.472, -0.526, -0.253, 0.185, 0.244, 0.267, 0.434, 0.234, 0.226, 0.267, 0.220, 0.239, 0.405, 0.460]
}

---

Entry 9:
{
  "formula": "C4H10N3",
  "method": "ωB97M-V/def2-TZVPD",
  "orbital_gap_ev": 11.93,
  "charge": 1,
  "multiplicity": 1,
  "e_homo_ev": -16.390,
  "symbols": ["C", "C", "C", "C", "N", "N", "N", "H", "H", "H", "H", "H", "H", "H", "H", "H", "H"],
  "positions_angstrom": [[0.92679, 2.24210, 0.23463], [-0.17512, -1.75314, 0.60672], [0.92713, 0.77331, 0.21898], [0.39413, -1.30501, -0.75888], [-3.71752, -0.07013, 0.04223], [-2.83738, 0.40075, -0.40591], [0.43617, 0.07083, -0.67194], [1.66265, 2.58749, 0.86519], [1.07092, 2.53222, -0.71128], [-0.03878, 2.50416, 0.55346], [-0.97989, -1.02650, 0.85448], [-0.51647, -2.86035, 0.58986], [0.51566, -1.77004, 1.43950], [-0.05987, 0.61665, -1.40751], [1.34996, 0.31999, 1.15835], [1.39403, -1.79453, -1.08395], [-0.35244, -1.46780, -1.52394]],
  "nbo_charge": [-0.670, -0.636, 0.330, -0.255, 0.073, -0.068, -0.406, 0.259, 0.238, 0.269, 0.214, 0.263, 0.228, 0.437, 0.234, 0.258, 0.233]
}

---

Entry 10:
{
  "formula": "C4H10N3OS",
  "method": "ωB97M-V/def2-TZVPD",
  "orbital_gap_ev": 9.55,
  "charge": 1,
  "multiplicity": 1,
  "e_homo_ev": -13.394,
  "symbols": ["C", "C", "C", "C", "N", "N", "N", "O", "S", "H", "H", "H", "H", "H", "H", "H", "H", "H", "H"],
  "positions_angstrom": [[-1.34613, -0.60082, -0.66178], [-0.59468, 0.43697, 1.38305], [0.87302, 0.61818, 1.90886], [1.69613, 0.11500, -0.53781], [-0.44869, -0.00380, 0.02948], [-2.60213, -0.77200, -0.19311], [1.93916, 0.19313, -1.82914], [-1.14289, -1.06316, -1.87195], [1.98352, 1.38037, 0.62029], [-0.87771, -0.38464, 1.95705], [-1.12472, 1.44306, 1.40495], [0.71684, 1.25352, 2.80124], [1.49591, -0.33621, 1.97886], [1.88432, -0.83166, 0.07021], [-3.12091, -0.09956, 0.38622], [-3.30395, -1.38181, -0.63148], [2.61205, -0.42938, -2.26307], [1.80389, 1.12937, -2.22481], [-0.44303, -0.66656, -2.32705]],
  "nbo_charge": [0.758, -0.261, -0.502, 0.058, -0.537, -0.839, -0.782, -0.639, 0.336, 0.233, 0.223, 0.271, 0.231, 0.234, 0.422, 0.426, 0.441, 0.420, 0.507]
}

---

Entry 11:
{
  "formula": "C4H10N3S",
  "method": "ωB97M-V/def2-TZVPD",
  "orbital_gap_ev": [7.48, 7.49],
  "charge": 1,
  "multiplicity": 1,
  "e_homo_ev": [-13.022, -13.029],
  "symbols": ["C", "C", "C", "C", "N", "N", "N", "S", "H", "H", "H", "H", "H", "H", "H", "H", "H", "H"],
  "positions_angstrom": [[-0.76318, -1.40277, -0.19256], [-1.65907, -0.25871, -0.62119], [1.55737, -1.90249, 0.43001], [0.40312, 2.63829, 0.20844], [0.92922, 0.32267, 0.31286], [0.63859, -0.87805, 0.25736], [0.13623, 1.25394, 0.18562], [-2.97282, 0.09296, 0.34553], [-1.09265, -1.97431, 0.61713], [-0.33506, -2.00080, -0.95404], [-1.40303, 0.19040, -1.62690], [1.57180, -2.57269, -0.53270], [2.62399, -1.49977, 0.68340], [1.26812, -2.49214, 1.29109], [-0.55044, 3.05582, 0.65415], [0.32292, 2.88813, -0.90479], [1.34502, 3.10375, 0.54906], [-3.32831, 1.35889, -0.37199]],
  "nbo_charge": [-0.354, -0.201, -0.431, -0.450, 0.115, -0.152, -0.215, 0.317, 0.238, 0.255, 0.277, 0.212, 0.271, 0.221, 0.227, 0.219, 0.248, 0.203]
}

---

Entry 12:
{
  "formula": "C4H10N4",
  "method": "ωB97M-V/def2-TZVPD",
  "orbital_gap_ev": 9.69,
  "multiplicity": 1,
  "e_homo_ev": -8.658,
  "smiles": "[H]/N=C\\C(=N/[H])[C@@H](C)NN",
  "symbols": ["H", "N", "C", "C", "N", "H", "C", "C", "N", "N", "H", "H", "H", "H", "H", "H", "H", "H"],
  "positions_angstrom": [[-2.90515, 0.19228, -0.55834], [-2.74964, 0.15325, 0.45227], [-1.59000, -0.21237, 0.76994], [-0.48284, -0.61587, -0.14785], [-0.43243, -1.73066, -0.79735], [-1.19266, -2.37321, -0.57337], [0.52032, 0.41588, -0.54653], [0.10333, 1.86476, -0.50312], [1.41231, -0.03198, 0.67298], [2.13878, -1.23235, 0.58712], [-1.37479, -0.28115, 1.83944], [1.06360, 0.12668, -1.44788], [0.98549, 2.49876, -0.54952], [-0.54182, 2.08527, -1.35414], [-0.44377, 2.11052, 0.40426], [1.05280, 0.11875, 1.61223], [1.54427, -1.98509, 0.22291], [2.89221, -1.10347, -0.08306]],
  "nbo_charge": [0.336, -0.567, 0.067, 0.226, -0.690, 0.341, -0.105, -0.626, -0.464, -0.645, 0.173, 0.226, 0.229, 0.224, 0.217, 0.365, 0.348, 0.344]
}

---

Entry 13:
{
  "formula": "C4H10N4",
  "method": "ωB97M-V/def2-TZVPD",
  "orbital_gap_ev": 9.11,
  "multiplicity": 1,
  "e_homo_ev": -8.771,
  "smiles": "[H]/N=C(/N)CC.N=C=N",
  "symbols": ["H", "N", "C", "N", "C", "C", "H", "H", "H", "H", "H", "H", "H", "N", "C", "N", "H", "H"],
  "positions_angstrom": [[2.93258, -0.08848, -1.83672], [2.99723, -0.18076, -0.82763], [1.87220, 0.00542, -0.25415], [1.77657, -0.04391, 1.10428], [0.55560, 0.32106, -0.94993], [-0.52506, -0.72163, -0.66241], [2.61870, -0.23274, 1.62042], [0.90357, 0.19152, 1.55627], [0.20978, 1.29677, -0.59907], [0.73165, 0.39815, -2.02431], [-1.67680, -0.39956, -0.89168], [-0.31540, -1.40599, 0.15660], [-0.66419, -1.40746, -1.51318], [-2.96877, -0.02725, 0.08480], [-1.88117, 0.16699, 0.71589], [-1.16615, 0.66753, 1.59706], [-3.85597, 0.04130, 0.56563], [-1.54434, 1.41905, 2.15813]],
  "nbo_charge": [0.333, -0.737, 0.452, -0.841, -0.481, -0.735, 0.401, 0.417, 0.224, 0.222, 0.374, 0.256, 0.265, -0.857, 0.711, -0.822, 0.397, 0.421]
}

---

Entry 14:
{
  "formula": "C4H10N4",
  "method": "ωB97M-V/def2-TZVPD",
  "orbital_gap_ev": 9.73,
  "multiplicity": 1,
  "e_homo_ev": -8.824,
  "smiles": "C/N=C(C)\\N=C/NN",
  "symbols": ["C", "N", "C", "C", "N", "C", "N", "N", "H", "H", "H", "H", "H", "H", "H", "H", "H", "H"],
  "positions_angstrom": [[-0.21709, 2.03184, 0.04590], [-0.93630, 0.85846, -0.42588], [-0.88936, -0.27041, 0.21632], [-1.93295, -1.25380, -0.17185], [-0.06033, -0.51727, 1.27207], [1.18525, -0.43347, 1.10018], [1.89627, -0.28021, -0.05099], [1.37305, -0.62688, -1.32428], [-0.27105, 2.86268, -0.65051], [-0.72240, 2.43131, 0.98098], [0.81223, 1.82102, 0.38537], [-2.36726, -0.90267, -1.09573], [-1.47463, -2.23980, -0.29500], [-2.58329, -1.31657, 0.67220], [1.84108, -0.47167, 2.00264], [2.87850, -0.41819, -0.03866], [0.67236, 0.13279, -1.47610], [0.79593, -1.40716, -1.14664]],
  "nbo_charge": [-0.462, -0.533, 0.429, -0.655, -0.547, 0.298, -0.461, -0.627, 0.208, 0.202, 0.184, 0.243, 0.204, 0.236, 0.183, 0.391, 0.377, 0.332]
}